A structure of composition C13H19NOs in a non-equilibrium geometry. Source: the OMol25 dataset; level of theory: ωB97M-V/def2-TZVPD.

2S+1: 5
ΔE to the lowest compared entry with this formula, charge and spin, kcal per mole: 5.9
HOMO-LUMO gap (spin up / spin down), eV: 4.8 / 7.3
LUMO (spin up / spin down), Ha: 0.023 / -0.041
⟨S²⟩: 6.031

Last column: Mulliken charge in e.
Geometry (Å):
C -2.046684 -0.858247 -0.791532  -0.64
C -2.112037 0.469120 -0.262843  -0.63
C -1.618868 0.432022 1.086724  -0.34
C -1.237158 -0.914030 1.387836  -0.60
C -1.499391 -1.715327 0.228403  -0.42
Os -0.002546 -0.208010 -0.292554  0.97
N 0.802984 -1.088299 -1.578252  -0.33
C 1.467774 1.229401 -1.350433  -0.73
C 0.443498 1.875392 -0.637204  -0.77
H -1.527899 1.286421 1.755816  0.48
H -2.461396 1.350701 -0.795739  0.55
H -0.802297 -1.260060 2.316558  0.49
H -1.331293 -2.782889 0.136460  0.46
H -2.355659 -1.164004 -1.786737  0.40
H -0.374281 2.353051 -1.186426  0.41
H 1.406410 1.208426 -2.438854  0.27
H 1.154755 -1.883472 -2.114478  0.15
H 0.623681 2.243067 0.376602  0.38
H 2.427221 1.034225 -0.871765  0.31
C 3.400848 -1.410413 3.819064  -1.55
C 3.707535 -1.118611 2.349339  1.97
C 4.815276 -0.067136 2.266817  -1.58
C 4.182490 -2.410604 1.674984  -1.55
C 2.486796 -0.603792 1.675482  0.96
C 1.493980 -0.233995 1.070424  -2.03
H 4.303244 -1.757762 4.337382  0.37
H 2.630579 -2.184869 3.904235  0.37
H 3.036324 -0.508119 4.320751  0.38
H 5.716921 -0.417996 2.782666  0.38
H 5.073120 0.141918 1.222310  0.36
H 4.488695 0.868321 2.733769  0.38
H 3.408609 -3.182418 1.747031  0.38
H 4.389610 -2.236118 0.613721  0.37
H 5.096397 -2.785892 2.152711  0.38

Cartesian forces (eV/Å) of the 2 atoms listed first:
C -0.511 0.311 -0.111
C -2.320 0.002 0.579



A structure of composition C5H13NO4P2S in a non-equilibrium geometry. Source: the OMol25 dataset; level of theory: ωB97M-V/def2-TZVPD.

2S+1: 3
ΔE to the lowest compared entry with this formula, charge and spin, kcal per mole: 33.2
HOMO-LUMO gap (spin up / spin down), eV: 5.2 / 7.0
LUMO (spin up / spin down), Ha: 0.026 / -0.095
⟨S²⟩: 2.005

Last column: Mulliken charge in e.
Geometry (Å):
C -2.021122 -0.363025 -0.078007  0.86
C 0.545572 1.524128 -2.036848  -1.00
C 2.875405 -2.276438 0.984383  -0.88
C -3.446460 -0.597040 -0.601714  -1.16
C -1.632478 1.299826 1.364964  -0.53
N -1.967377 0.014995 1.306299  -0.22
O -1.036994 0.111580 -0.860738  -0.34
O 1.082605 -0.519889 0.053613  -0.01
O 3.352813 -0.735234 -1.227818  -0.65
O -0.269218 1.651586 0.893404  -0.34
P 0.373916 0.929348 -0.324609  0.57
P 2.745067 -0.646875 0.101468  0.52
S -2.442310 -2.124682 -0.371520  -0.17
H -0.300801 2.282625 -2.148625  0.30
H 1.564656 1.961764 -2.197532  0.35
H 0.502085 0.822830 -2.838243  0.38
H 3.913413 -2.526760 1.139401  0.37
H 2.472373 -2.143762 2.110247  0.28
H 2.274622 -3.009442 0.388917  0.26
H -3.512319 -0.590589 -1.665720  0.34
H -4.338101 -0.436767 -0.010561  0.36
H -2.273621 1.987821 0.694874  0.29
H -1.802110 1.734799 2.442921  0.26
H -1.427574 -0.586828 1.881548  0.24
H 1.612180 1.721454 0.339129  -0.16
H 3.155768 0.514574 0.660766  0.06

Cartesian forces (eV/Å) of the 2 atoms listed first:
C -1.222 -0.971 1.442
C 0.578 2.029 0.244



A cluster of 21 separate species, C6H51N2O22S in total in a non-equilibrium geometry. Source: the OMol25 dataset; level of theory: ωB97M-V/def2-TZVPD.

Charge: -1
2S+1: 1
HOMO-LUMO gap, eV: 6.4
LUMO, Ha: 0.032

Last column: Mulliken charge in e.
Geometry (Å):
O 7.756126 -1.927313 18.309573  -0.58
O 8.907022 -4.910103 15.956571  -1.00
S 12.737801 -1.982691 16.882164  -0.79
C 8.267731 -2.135394 17.203199  0.57
C 9.604317 -4.210103 15.282505  -0.66
N 9.711891 -4.505801 13.957642  1.16
N 9.534472 -2.650953 17.124136  0.78
C 7.506087 -1.809194 15.939188  -1.16
C 10.433661 -3.837866 12.879775  -0.87
C 11.774157 -3.292714 16.260606  -0.40
C 10.277984 -2.988975 15.904872  0.28
H 9.232180 -5.342156 13.669351  0.06
H 10.087940 -2.685424 18.007127  -0.04
H 6.491262 -1.562791 16.071610  0.54
H 7.599108 -2.645996 15.246414  -0.08
H 7.902732 -0.994051 15.350994  0.37
H 10.297577 -4.321993 11.909229  0.27
H 11.509486 -3.803829 13.067561  0.05
H 10.097678 -2.765532 12.764879  0.14
H 11.834840 -4.094687 16.954351  0.38
H 12.311715 -3.569353 15.435726  0.12
H 10.251111 -2.151851 15.211190  0.23
O 13.076111 -5.508546 11.801150  -0.72
H 13.772514 -6.269385 11.716528  0.29
H 12.415890 -5.646200 11.017581  0.30
O 12.346570 -3.868547 19.293999  -0.81
H 11.751615 -3.197168 19.782315  0.31
H 12.554061 -3.385885 18.397584  0.42
O 5.473875 -2.245385 19.692084  -0.74
H 5.035814 -2.994784 19.140521  0.31
H 6.399288 -2.118336 19.297511  0.42
O 6.431011 -4.572519 12.960224  -0.73
H 6.959282 -5.374169 12.642170  0.25
H 6.800105 -3.791125 12.352355  0.34
O 10.570462 -7.650685 13.912242  -0.70
H 11.127889 -8.525319 13.848320  0.28
H 11.123907 -6.938696 14.410125  0.35
O 12.992842 -5.939613 14.448642  -0.67
H 13.612055 -5.288085 15.013074  0.39
H 13.119703 -5.605296 13.486793  0.41
O 14.277375 0.323013 16.768053  -0.74
H 14.685944 -0.018653 17.619901  0.30
H 13.496869 -0.298150 16.578312  0.57
O 8.776680 0.686371 18.217350  -0.66
H 8.072576 1.327874 17.868166  0.29
H 8.252003 -0.129398 18.453918  0.31
O 13.555190 -2.815817 11.987144  -0.74
H 13.220766 -3.805245 11.902327  0.40
H 13.349100 -2.414316 12.911306  0.41
O 8.346306 -6.933976 12.460228  -0.65
H 8.639999 -6.874852 11.526419  0.30
H 9.143667 -7.410017 12.959423  0.33
O 4.726129 -3.700180 15.072303  -0.62
H 5.423652 -3.822983 14.322840  0.39
H 3.996770 -3.050851 14.717729  0.30
O 10.763711 -1.611731 20.518258  -0.66
H 10.675843 -0.606078 20.395834  0.30
H 9.835394 -1.918351 20.686406  0.38
O 8.577453 -2.897397 20.879461  -0.78
H 8.281252 -2.965989 19.900671  0.34
H 8.153541 -3.717795 21.394152  0.31
O 9.015127 -0.845485 11.012718  -0.67
H 9.393508 0.048209 11.319899  0.30
H 9.815368 -1.399654 10.584246  0.38
O 12.713488 -1.001341 13.972746  -0.71
H 11.834124 -0.454027 13.992249  0.31
H 12.829453 -1.356950 14.927511  0.17
O 7.122238 -4.992309 18.186551  -0.64
H 7.592187 -5.071689 17.350461  0.43
H 7.529659 -5.738042 18.780514  0.30
O 14.807645 -3.881824 16.256562  -0.73
H 15.254235 -3.402085 15.462409  0.32
H 14.023590 -3.245677 16.483325  0.48
O 10.014904 -7.069074 16.860437  -0.75
H 9.853766 -7.785125 16.161440  0.31
H 9.443698 -6.247523 16.554550  0.37
O 12.361487 -6.518681 18.058674  -0.74
H 11.474636 -6.625243 17.504119  0.44
H 12.381730 -5.648300 18.547021  0.34
O 11.195374 -2.255855 10.032131  -0.70
H 12.023268 -2.294390 10.597556  0.38
H 11.468801 -2.708420 9.184864  0.31

Cartesian forces (eV/Å) of the 2 atoms listed first:
O 0.545 0.050 -0.002
O -1.836 -1.670 1.626



An isolated molecule of C4H4O3. Source: the OMol25 dataset; level of theory: ωB97M-V/def2-TZVPD.

2S+1: 1
ΔE to the lowest compared entry with this formula, charge and spin, kcal per mole: 77.0
HOMO-LUMO gap, eV: 9.3
LUMO, Ha: -0.006

Last column: Mulliken charge in e.
Geometry (Å):
C 1.474803 0.304965 -1.156502  -1.04
C 1.113739 0.314667 0.303198  0.99
O 1.899762 0.374384 1.228732  -0.52
C -0.318037 0.392932 0.659055  -0.59
O -0.893082 -0.780556 0.658777  -0.14
C -2.279128 -0.487380 0.889843  0.37
O -3.092142 -0.734056 0.070311  -0.39
H 1.291685 -0.696213 -1.561422  0.29
H 2.529377 0.559818 -1.267482  0.31
H 0.853604 1.010933 -1.718697  0.35
H -2.403611 -0.002653 1.863466  0.37

Cartesian forces (eV/Å) of the 2 atoms listed first:
C 0.080 0.002 -0.007
C 0.289 0.114 0.222



An isolated molecule of C10H9NS3 in a non-equilibrium geometry. Source: the OMol25 dataset; level of theory: ωB97M-V/def2-TZVPD.

Structure (SMILES): S=C=NC1(c2ccccc2)SCCS1
2S+1: 1
ΔE to the lowest compared entry with this formula, charge and spin, kcal per mole: 0.0
HOMO-LUMO gap, eV: 9.1
LUMO, Ha: 0.017

Last column: Mulliken charge in e.
Geometry (Å):
C -3.879170 -0.533700 1.301858  -0.41
C -3.167409 -1.738280 1.340737  -0.65
C -1.754785 -1.694665 1.445379  -0.28
C -1.134892 -0.497219 1.600485  0.41
C 0.325633 -0.373839 2.176765  0.60
S 1.252259 0.878857 1.184542  -0.15
C 2.864143 0.154251 0.995398  -0.52
C 2.924739 -1.241894 1.602448  -0.51
S 1.254442 -1.863867 2.042915  -0.22
C -1.824279 0.727434 1.533306  -0.43
C -3.245190 0.707111 1.412685  -0.63
H -4.960196 -0.565388 1.150059  0.34
H -3.662781 -2.705194 1.259682  0.38
H -1.180989 -2.647944 1.440105  0.25
H 3.123708 0.130869 -0.068101  0.34
H 3.552436 0.815279 1.547302  0.29
H 3.400044 -1.980581 0.925548  0.38
H 3.453173 -1.200159 2.572865  0.29
H -1.323018 1.681382 1.627392  0.31
H -3.775056 1.650038 1.385131  0.39
N -0.260014 -0.014239 3.512099  -0.34
C -0.094122 0.539835 4.617748  0.54
S 0.138105 1.234632 6.029532  -0.37

Cartesian forces (eV/Å) of the 2 atoms listed first:
C -0.411 -0.411 0.000
C 0.794 0.744 -0.338



An isolated molecule of C6H6O. Source: the OMol25 dataset; level of theory: ωB97M-V/def2-TZVPD.

Structure (SMILES): C#CC(=C)CC=O
2S+1: 1
ΔE to the lowest compared entry with this formula, charge and spin, kcal per mole: 62.1
HOMO-LUMO gap, eV: 9.9
LUMO, Ha: 0.019

Last column: Mulliken charge in e.
Geometry (Å):
C 2.566583 0.718734 0.390416  0.35
C 1.518165 0.271415 0.003288  -0.59
C 0.265421 -0.241266 -0.469887  0.19
C -0.949496 0.647476 -0.317503  -0.71
C -1.487165 0.397856 1.068168  0.09
O -2.465977 -0.258642 1.313694  -0.46
C 0.154653 -1.488856 -0.926107  -0.94
H 3.507330 1.098782 0.715869  0.43
H -1.736649 0.397306 -1.027605  0.32
H -0.684187 1.700268 -0.424719  0.35
H -0.889175 0.796513 1.898701  0.35
H 0.999011 -2.165880 -0.955289  0.33
H -0.798520 -1.873710 -1.269032  0.29

Cartesian forces (eV/Å) of the 2 atoms listed first:
C -0.296 -0.119 -0.124
C 0.422 0.162 0.114